C33H62ClFO10S2 | ωB97M-V with the def2-TZVPD basis set

Structure (XYZ):
```
109
Properties=species:S:1:pos:R:3:forces:R:3
C 8.2685 -0.0085 -1.0971 -0.197 0.332 -0.197
C 6.9842 0.2365 -1.9344 0.850 -0.345 0.643
C 6.6475 1.7197 -1.9418 -0.690 -0.099 -0.402
C 5.3867 2.0802 -2.7353 0.123 -0.601 -0.525
C 4.1333 1.2628 -2.3666 -0.088 0.738 -0.431
C 2.9500 2.1126 -1.8921 -0.325 -0.768 0.847
C 1.9842 1.2347 -1.0618 -0.093 0.438 -0.751
C 1.1387 0.3682 -2.0012 0.475 -0.198 0.418
C 0.2828 -0.7478 -1.3291 -0.462 0.344 -0.747
C -1.1755 -0.2264 -1.2648 -0.138 -0.372 0.572
C -1.9623 -0.5755 -0.0002 -0.674 0.530 -0.577
C -3.3749 0.0057 -0.1241 0.438 0.527 0.393
C -4.1748 -0.1371 1.1610 -0.062 0.008 -0.488
O -3.4016 0.3511 2.2683 0.203 -0.730 0.360
C -2.9732 -0.5799 3.1433 2.063 0.534 1.648
O -2.0206 -0.3945 3.8933 -2.006 -0.126 -1.583
C 0.8325 -1.1229 0.0363 0.770 0.211 0.085
O 0.3917 -2.4405 0.4578 0.138 0.047 -0.623
S 1.3175 -3.5294 -0.2451 -0.071 -1.096 0.770
O 2.5861 -3.5980 0.4053 0.190 0.567 -0.171
O 0.5656 -4.7486 -0.2800 -0.274 0.231 -0.199
C 1.5403 -2.8912 -1.9781 -0.576 -0.179 0.620
F 2.6886 -2.1408 -2.0171 0.032 -0.024 -0.016
C 1.6358 -4.0900 -2.9020 0.635 0.034 -0.665
C 3.0557 -4.6557 -3.1437 -0.234 -0.759 0.202
C 3.1726 -6.1549 -2.7809 0.522 0.861 -0.058
C 3.5262 -6.3982 -1.3065 -0.172 -0.409 -1.493
S 5.1767 -5.8423 -0.8664 -0.494 0.940 1.887
O 5.1808 -4.4321 -0.6311 0.042 -0.019 -0.775
O 5.6472 -6.6558 0.2096 0.205 -0.576 -0.639
Cl 6.3208 -6.1462 -2.5444 0.033 -0.215 0.118
C 0.3218 -1.9947 -2.2613 0.295 0.338 0.542
O -0.8304 -2.7723 -2.0821 0.044 0.252 -0.480
C -1.4319 -3.3198 -3.2462 -0.414 -0.533 -0.124
C -2.9046 -2.9638 -3.3321 0.000 -0.377 0.147
C -3.6634 -3.2863 -2.0391 0.211 -0.333 -0.351
C -3.4026 -4.7195 -1.5516 0.271 0.407 0.041
H 8.0643 -0.6069 -0.2158 0.047 -0.138 0.087
H 9.0579 -0.4819 -1.6737 0.031 -0.168 -0.025
H 8.6624 0.9482 -0.7589 0.124 0.051 0.116
H 7.1651 -0.1535 -2.9345 -0.254 0.156 -0.237
H 6.2070 -0.3734 -1.4827 -0.290 0.051 -0.158
H 7.4849 2.2269 -2.4178 0.162 0.291 0.258
H 6.5285 2.0678 -0.9153 0.219 0.064 0.143
H 5.1820 3.1483 -2.6996 0.002 0.137 0.217
H 5.6173 1.8732 -3.7826 0.026 0.066 -0.125
H 4.3816 0.5132 -1.6211 -0.055 -0.042 0.180
H 3.8055 0.7278 -3.2559 0.059 -0.293 0.005
H 3.2879 2.9203 -1.2462 0.138 0.224 -0.109
H 2.3879 2.5195 -2.7310 0.162 0.320 -0.131
H 1.3033 1.8519 -0.4734 0.085 0.078 0.213
H 2.6140 0.6538 -0.3964 -0.120 -0.125 0.223
H 0.4841 1.0494 -2.5411 -0.211 -0.040 -0.106
H 1.7898 -0.0576 -2.7598 0.177 -0.172 0.039
H -1.7444 -0.5872 -2.1207 0.101 -0.026 -0.193
H -1.1820 0.8595 -1.3406 0.145 0.159 0.035
H -1.5193 -0.0529 0.8413 0.247 -0.313 0.270
H -2.0203 -1.6471 0.1776 0.252 -0.115 0.117
H -3.2761 1.0780 -0.3077 0.019 0.089 -0.165
H -3.9101 -0.4080 -0.9769 -0.193 -0.160 0.050
H -5.0648 0.4819 1.1243 -0.242 -0.113 0.004
H -4.4374 -1.1861 1.2930 -0.144 -0.068 0.315
H -3.5375 -1.5248 3.1867 -0.121 0.149 -0.354
H 0.5941 -0.4012 0.8060 -0.330 -0.118 0.222
H 1.9198 -1.1571 0.0142 0.083 0.034 -0.046
H 1.2633 -3.7571 -3.8696 -0.105 0.097 -0.069
H 0.9796 -4.8949 -2.5907 -0.213 0.132 0.262
H 3.8394 -4.1325 -2.6066 -0.076 0.402 -0.041
H 3.2650 -4.5823 -4.2062 0.138 0.188 -0.097
H 2.2525 -6.6582 -3.0666 -0.061 -0.282 0.231
H 3.9844 -6.5589 -3.3782 -0.161 -0.286 -0.169
H 3.5288 -7.4688 -1.1273 -0.001 -0.054 0.346
H 2.8133 -5.8730 -0.6794 0.296 0.031 0.558
H 0.4415 -1.6067 -3.2767 -0.280 -0.217 -0.236
H -0.9296 -3.0457 -4.1748 0.239 0.308 0.099
H -1.3572 -4.4053 -3.1746 0.134 -0.116 0.031
H -3.0413 -1.9303 -3.6485 -0.049 0.150 0.117
H -3.3288 -3.5948 -4.1160 0.028 0.033 -0.221
H -4.7245 -3.1865 -2.2553 -0.124 0.376 0.214
H -3.3270 -2.5868 -1.2791 -0.376 0.117 0.156
H -4.2483 -5.1392 -1.0168 -0.148 -0.003 0.018
H -3.1613 -5.3653 -2.3934 -0.105 -0.225 -0.009
H -2.5533 -4.7173 -0.8718 0.168 -0.191 -0.012
C -0.7965 3.7716 4.9640 -0.034 -0.071 0.093
C -1.5218 3.0625 3.8254 0.099 0.067 -0.165
C -2.9716 3.1659 4.2695 -0.040 -0.075 0.134
O -3.0819 4.3810 5.0209 0.099 -0.047 -0.024
C -1.7748 4.8862 5.3072 -0.028 0.083 -0.097
H 0.1908 4.1435 4.6937 -0.008 0.019 -0.015
H -0.6848 3.0939 5.8132 0.007 0.005 -0.002
H -1.3747 3.6117 2.8909 -0.017 0.011 0.007
H -1.2026 2.0342 3.6713 -0.045 -0.028 0.050
H -3.2460 2.3305 4.9222 0.022 -0.053 -0.063
H -3.6704 3.1946 3.4322 -0.039 0.051 0.025
H -1.6024 5.7712 4.6834 0.063 0.013 0.032
H -1.7267 5.1871 6.3544 -0.069 0.006 0.005
C -6.8446 6.5655 3.6532 0.044 0.089 -0.118
C -5.4650 6.6044 4.3041 -0.109 -0.034 0.101
C -5.3855 8.0524 4.7661 -0.006 0.078 -0.136
O -6.7243 8.4592 5.0643 0.018 -0.050 -0.039
C -7.6435 7.4860 4.5656 0.004 -0.059 0.132
H -7.2701 5.5651 3.5844 0.000 -0.006 0.029
H -6.7952 6.9852 2.6452 -0.026 -0.004 0.002
H -5.4365 5.9326 5.1627 0.067 -0.022 -0.022
H -4.6529 6.3273 3.6351 0.018 -0.018 0.021
H -4.9977 8.7024 3.9735 0.060 -0.027 0.008
H -4.7638 8.1805 5.6528 -0.047 0.035 0.032
H -8.0592 6.9356 5.4170 -0.044 -0.041 -0.046
H -8.4602 7.9929 4.0498 0.014 0.060 0.029
```
Forces are in eV/Å.

Calculated values
HOMO energy = -9.244 eV
2S+1 = 1
SMILES = CCCCCCCC[C@]1(CCCCOC=O)COS(=O)(=O)[C@@](F)(CCCCS(=O)(=O)Cl)[C@H]1OCCCC.C1CCOC1.C1CCOC1